{"formula": "H80O40", "method": "wB97M-V/def2-TZVPD", "relative_energy_kcal_mol": 90.1, "orbital_gap_ev": [2.00, 9.65], "charge": -1, "e_lumo_ev": [1.75, 1.72], "multiplicity": 2, "e_tot_ev": -83196.337, "largest_force_ev_per_a": 3.2, "elements": ["H", "H", "O", "H", "H", "O", "H", "H", "O", "H", "H", "O", "H", "H", "O", "H", "O", "H", "O", "H", "H", "O", "H", "H", "O", "H", "H", "O", "H", "H", "O", "H", "O", "H", "H", "O", "H", "H", "O", "H", "H", "O", "H", "H", "O", "H", "H", "O", "H", "H", "O", "H", "O", "H", "H", "O", "H", "O", "H", "H", "O", "H", "H", "O", "H", "H", "O", "H", "H", "O", "H", "H", "O", "H", "H", "O", "H", "H", "O", "H", "H", "O", "H", "H", "O", "H", "H", "O", "H", "O", "H", "H", "O", "H", "H", "H", "H", "H", "H", "O", "H", "H", "O", "H", "H", "O", "H", "H", "O", "H", "H", "O", "H", "H", "O", "H", "H", "O", "H", "H"], "positions_angstrom": [[3.055044, 2.686657, -3.508837], [4.157421, 2.275008, -4.514010], [3.295750, 2.040958, -4.179408], [0.094387, -2.305909, 2.063809], [-0.320755, -1.211162, 2.734935], [-0.711864, -1.777446, 2.026690], [-0.381294, -4.111120, -3.022252], [-0.397993, -4.870178, -4.253012], [0.282272, -4.556236, -3.637227], [-3.068749, 1.504622, -5.198821], [-1.917739, 0.530395, -4.664454], [-2.155291, 1.453069, -4.860279], [5.735884, -0.365452, -0.461816], [6.393850, -1.761749, -0.991884], [5.972649, -1.275045, -0.285610], [-0.563569, 0.957535, 3.050505], [-1.165715, 0.736654, 2.324257], [-3.158525, -2.365077, 1.104796], [-3.238762, -1.342370, 1.085818], [1.576732, 3.328762, -0.163447], [1.272351, 4.651816, -0.515435], [1.359886, 3.819568, -0.984317], [4.044023, -4.022547, 2.226072], [3.201219, -3.248170, 0.923766], [3.369926, -3.930473, 1.566181], [-2.158861, 2.292859, 0.634257], [-3.384592, 3.230560, 0.787223], [-2.440694, 3.224001, 0.941660], [-0.015378, -0.844550, -1.399729], [-1.370154, -1.115490, -2.113701], [-0.793740, -0.429918, -1.770377], [-0.764831, 6.033823, -0.105785], [-1.148591, 6.903198, -0.031177], [3.516134, 0.053966, -4.205718], [4.137535, -1.226370, -5.182899], [3.649997, -0.859930, -4.453062], [0.031686, -0.005873, 6.660203], [-0.879703, -0.977046, 6.268237], [-0.564835, -0.136098, 5.900863], [1.267171, 0.189274, 5.004632], [1.315206, 1.842974, 4.845170], [1.408911, 0.966866, 4.470766], [-1.012325, 4.216848, 1.315877], [-0.489959, 5.219086, 2.129692], [-0.305823, 4.876641, 1.202050], [-2.561112, 3.408764, 5.137950], [-2.183135, 2.774300, 3.738845], [-2.419308, 3.575857, 4.207382], [-5.277754, -2.243000, 2.750959], [-4.432509, -1.036766, 3.455655], [-4.666533, -1.985552, 3.484814], [-1.775991, -2.464129, 0.513043], [-1.843525, -3.427238, 0.349887], [1.292325, -3.513416, 0.168922], [1.433275, -1.902529, 0.323437], [0.846306, -2.674052, 0.362565], [5.037595, 0.595609, 2.802952], [4.976509, -0.327905, 2.548378], [2.624460, 3.725730, 3.451883], [2.342596, 2.180440, 3.065866], [2.996528, 2.871162, 3.180919], [2.777217, -1.983701, 2.679835], [2.285230, -0.714317, 3.319407], [2.259141, -1.676333, 3.436827], [-0.996499, -5.769738, -1.187796], [0.361960, -5.058174, -1.424972], [-0.389984, -5.118740, -0.836098], [-3.800814, 1.368113, -0.726251], [-3.006676, -0.020678, -0.232040], [-3.180387, 0.945864, -0.132569], [-0.039512, 1.377883, -0.914466], [0.708886, 0.693942, 0.121474], [0.051434, 1.425252, 0.047346], [1.624968, 1.977280, -6.912865], [1.218518, 0.401718, -6.704699], [1.509082, 1.217007, -6.274059], [3.196219, -0.891374, -0.237711], [3.478445, 0.538103, 0.391059], [2.855184, -0.001050, -0.097561], [3.802419, -0.228865, -2.575798], [4.034535, 1.130650, -2.069383], [4.429525, 0.257128, -1.994715], [-3.949941, -4.038526, 0.983549], [-4.458804, -5.359577, 0.326380], [-4.702789, -4.443360, 0.526543], [4.086307, -1.713583, -2.058355], [4.349813, -3.084035, -1.224295], [4.289764, -2.676575, -2.114125], [4.699581, 3.644563, 0.425525], [4.011333, 3.102728, 0.009739], [-6.031836, -1.804220, 0.668100], [-5.969723, -0.764328, 1.752505], [-6.455121, -1.545800, 1.488970], [-0.884421, -3.520984, 0.427517], [-0.814530, 1.337691, 1.616635], [5.813121, -0.491648, 2.088889], [-2.329909, -1.019819, 1.367243], [-2.058290, 6.684286, 0.154565], [3.749979, 2.983570, 0.959135], [-3.294670, 0.488276, 3.513518], [-2.655688, -0.118035, 3.881718], [-3.039933, 0.569886, 2.547343], [-3.028695, -2.537020, -2.934011], [-2.891530, -3.066859, -3.711935], [-3.811964, -2.843180, -2.411428], [-0.181263, 3.224393, -5.368503], [0.634928, 3.511549, -4.925598], [-0.236566, 2.340085, -5.011190], [-3.316840, 3.517808, -4.252089], [-2.484681, 3.058437, -3.963895], [-3.474177, 4.315118, -3.752001], [-5.230018, -3.160541, -1.771092], [-5.122206, -3.601364, -0.896940], [-5.391515, -2.210653, -1.605986], [2.406374, -4.572210, -1.074885], [2.953888, -3.957203, -1.590174], [2.528675, -5.422294, -1.501909], [0.447101, 3.982233, 4.068772], [-0.491215, 3.752543, 3.839096], [0.326760, 4.795989, 4.566848]], "forces_ev_per_a": [[0.05, 0.20, 0.18], [0.43, 0.30, -0.01], [-0.44, -0.31, 0.13], [-0.11, -1.16, -1.14], [-1.38, 0.43, -0.63], [1.47, 0.84, 2.70], [1.59, -0.32, -0.45], [0.62, -0.31, -0.42], [-2.27, 0.73, 0.80], [0.66, -0.24, 0.32], [-0.50, 0.41, -0.09], [0.03, -1.05, -0.19], [0.09, 0.05, -1.08], [-0.07, 0.65, -0.64], [0.15, -0.78, 1.99], [-0.04, -0.25, 0.31], [1.27, 1.82, -0.56], [-0.12, 2.83, 0.42], [0.73, -1.42, -0.11], [-0.17, -0.56, -0.99], [-0.31, 0.79, -0.47], [0.31, -0.17, 1.02], [0.82, 1.29, -0.20], [1.25, 0.83, 0.24], [-1.77, -2.13, 0.18], [-0.89, 1.79, 0.28], [-0.18, 0.00, 0.13], [0.95, -1.55, -0.31], [0.11, -0.61, 0.04], [-0.11, -0.54, -0.08], [-0.23, 0.63, -0.26], [0.48, -0.51, 0.28], [-0.38, 1.28, -0.69], [0.52, 0.84, -1.74], [0.32, 1.14, -0.29], [-1.16, -1.76, 1.46], [0.15, 0.96, -0.41], [-0.74, -0.26, -0.87], [0.28, -0.93, 1.55], [-0.39, 0.29, 0.69], [-0.22, -0.15, 0.83], [0.54, 0.05, -1.96], [-0.13, -0.65, -1.35], [1.17, 0.36, -1.62], [-0.56, -0.28, 3.07], [0.04, -0.60, 0.07], [-0.56, -0.86, 0.11], [0.31, 1.17, -0.43], [0.76, 0.83, 0.98], [-0.20, -0.46, -0.45], [-0.44, -0.72, 0.16], [-0.25, -0.65, -0.56], [0.00, 1.16, 0.19], [0.50, 0.32, -0.31], [0.19, -0.39, -0.03], [-0.01, -0.27, -0.31], [-0.14, 0.32, 0.21], [0.25, -0.08, -0.18], [-0.57, -0.84, -0.29], [-0.58, 0.21, 0.24], [1.47, 0.63, -0.37], [0.05, -0.24, 0.16], [0.12, -0.08, 0.12], [-0.31, 0.38, -0.19], [-0.01, -0.10, -0.17], [0.38, -0.17, -0.26], [0.07, -0.23, 0.31], [0.02, -0.76, -0.52], [-0.78, 0.87, -0.40], [0.54, -0.05, 0.64], [-0.69, 0.57, -0.06], [-0.25, 0.59, 0.65], [1.21, -0.78, -0.30], [-0.60, -1.73, 0.86], [0.15, 0.61, -0.36], [0.44, 0.76, -0.61], [0.71, 0.08, 0.25], [0.60, -0.15, 0.25], [-2.24, -0.03, 0.35], [0.72, 0.27, 0.43], [0.08, 0.41, 0.48], [-0.03, -0.04, -1.40], [0.20, -0.53, -0.20], [0.16, 0.45, 0.20], [-0.29, -0.19, 0.12], [0.44, -1.41, 0.53], [0.38, 1.17, -0.29], [-0.32, -0.43, 0.00], [1.10, 0.65, -1.53], [0.48, 0.27, 2.49], [0.07, -0.10, -0.15], [0.20, 0.39, 0.10], [-0.50, -0.17, -0.35], [0.00, -1.13, -0.25], [-0.17, -1.04, 0.11], [-0.19, -0.22, -0.14], [-1.18, -0.73, 0.03], [-0.45, 0.10, 0.10], [-1.46, -1.08, -0.65], [-1.17, 0.50, -1.02], [0.41, -0.21, -0.04], [-0.24, -0.14, 1.84], [0.68, 0.87, 0.40], [-0.32, -0.36, -0.21], [0.41, -0.37, -0.64], [0.85, 0.87, 0.53], [-0.29, 0.25, -0.33], [-0.44, -0.57, -0.26], [0.26, -0.51, 0.14], [-0.99, 0.94, -0.30], [0.35, 0.15, 0.27], [-0.57, 0.73, 0.28], [0.10, 0.11, -0.04], [-0.04, -0.74, -0.02], [-0.02, 0.04, -0.14], [-0.36, 0.07, -0.41], [0.10, -0.25, 0.01], [-0.91, -0.19, -0.13], [0.88, 0.22, 0.42], [0.09, 0.08, 0.17]], "lowdin_spin": [0.0051, 0.0047, 0.0150, 0.0040, 0.0043, 0.0122, 0.0037, 0.0033, 0.0117, 0.0006, 0.0015, 0.0033, 0.0116, 0.0091, 0.0268, 0.0044, 0.0112, 0.0011, 0.0037, 0.0052, 0.0021, 0.0104, 0.0099, 0.0250, 0.0393, 0.0016, 0.0013, 0.0038, 0.0097, 0.0022, 0.0195, 0.0008, 0.0018, 0.0038, 0.0041, 0.0149, 0.0069, 0.0049, 0.0190, 0.0052, 0.0057, 0.0181, 0.0015, 0.0021, 0.0066, 0.0025, 0.0023, 0.0067, 0.0004, 0.0006, 0.0019, 0.0019, 0.0062, 0.0064, 0.0196, 0.0356, 0.0113, 0.0327, 0.0056, 0.0115, 0.0225, 0.0103, 0.0090, 0.0231, 0.0035, 0.0028, 0.0085, 0.0012, 0.0017, 0.0043, 0.0045, 0.0087, 0.0179, 0.0012, 0.0018, 0.0056, 0.0306, 0.0184, 0.0550, 0.0091, 0.0076, 0.0225, 0.0009, 0.0011, 0.0026, 0.0119, 0.0155, 0.0366, 0.0104, 0.0310, 0.0006, 0.0006, 0.0014, 0.0028, 0.0035, 0.0093, 0.0018, 0.0006, 0.0079, 0.0043, 0.0028, 0.0014, 0.0061, 0.0022, 0.0008, 0.0034, 0.0014, 0.0016, 0.0015, 0.0009, 0.0003, 0.0022, 0.0005, 0.0012, 0.0197, 0.0071, 0.0076, 0.0126, 0.0027, 0.0039]}